Density functional theory data (ωB97M-V/def2-TZVPD) for a single C3H8OS molecule at a distorted geometry.

Last column: Löwdin charge in e.
Atoms and positions in Å:
C  0.899  -0.458  0.006  -0.34
C  1.398  -1.118  1.365  -0.15
C  -1.423  1.021  -1.050  -0.24
O  -0.330  1.584  1.227  -0.53
S  -0.679  0.374  0.529  0.83
H  1.480  0.044  -0.410  -0.07
H  0.808  -1.952  1.904  0.11
H  2.331  -1.558  1.051  0.05
H  1.733  -0.247  1.924  0.06
H  -2.056  1.894  -1.190  0.05
H  -0.585  1.246  -1.674  0.02
H  -1.828  0.098  -1.523  0.05
H  0.906  -1.425  -0.800  0.17

LUMO energy in eV: 0.9
Orbital gap in eV: 9.696
E in eV: -16119.77441
HOMO in eV: -8.8



Density functional theory data (ωB97M-V/def2-TZVPD) for a single C3H8OS molecule at a distorted geometry.

Last column: Löwdin charge in e.
Atoms and positions in Å:
C  1.766  -0.064  0.524  -0.09
C  -1.988  -0.356  0.106  -0.18
C  0.425  0.456  -0.033  -0.63
O  -0.652  -0.651  0.153  -0.24
S  0.416  1.004  -1.776  0.75
H  2.200  -0.973  0.187  0.07
H  1.475  -0.353  1.470  0.05
H  2.463  0.783  0.557  0.09
H  -2.570  -1.176  0.667  0.12
H  -2.373  -0.287  -0.895  0.07
H  -2.119  0.526  0.687  0.07
H  0.046  1.303  0.589  0.10
H  0.909  -0.212  -2.235  -0.16

LUMO energy (spin up / spin down) in eV: 0.9 / -3.0
Orbital gap (spin up / spin down) in eV: 5.151 / 7.158
Spin multiplicity: 3
E in eV: -16116.93526
HOMO (spin up / spin down) in eV: -4.3 / -10.1



Density functional theory data (ωB97M-V/def2-TZVPD) for a single C3H8OS2 molecule at a distorted geometry.

Last column: Löwdin charge in e.
Atoms and positions in Å:
C  1.044  0.085  -1.131  -0.21
C  0.047  0.383  1.117  -0.39
C  -0.219  -0.158  -0.287  -1.05
O  -1.015  0.326  1.974  -0.05
S  -0.697  -1.961  -0.158  0.73
S  -1.471  0.783  -1.409  0.66
H  0.803  -0.045  -2.184  0.06
H  1.250  1.191  -0.898  0.10
H  1.854  -0.496  -0.765  0.06
H  0.991  -0.221  1.510  0.16
H  0.395  1.444  1.052  0.13
H  -0.992  -0.415  2.535  0.07
H  0.184  -2.369  -1.013  -0.18
H  -2.174  1.453  -0.343  -0.08

LUMO energy in eV: 0.6
Orbital gap in eV: 9.444
E in eV: -26957.61817
Structure (SMILES): CC(S)(S)CO
HOMO in eV: -8.8



Density functional theory data (ωB97M-V/def2-TZVPD) for 2 unconnected molecules or ions with the total composition C3H8OS2 at a distorted geometry.

Last column: Löwdin charge in e.
Atoms and positions in Å:
C  -1.268  2.438  1.208  -0.45
S  0.018  1.638  0.106  0.30
S  1.443  0.534  0.980  0.33
H  -2.060  2.933  0.434  0.08
H  -1.785  1.592  1.695  0.01
H  -0.889  3.222  1.911  0.03
H  0.673  -0.410  1.417  -0.21
C  0.836  -2.163  -0.153  -0.07
C  0.617  -1.675  -1.445  -0.23
O  -0.635  -1.456  -2.085  -0.07
H  1.803  -1.868  0.239  0.00
H  0.279  -2.830  0.449  0.04
H  1.455  -1.259  -2.042  0.11
H  -0.488  -0.698  -2.715  0.11

LUMO energy in eV: 0.7
Orbital gap in eV: 8.987
E in eV: -26956.19947
Structure (SMILES): C=CO.CSS
HOMO in eV: -8.3



Density functional theory data (ωB97M-V/def2-TZVPD) for 2 unconnected molecules or ions with the total composition C3H8OS2 at a distorted geometry.

Last column: Löwdin charge in e.
Atoms and positions in Å:
C  2.898  1.163  -0.530  -0.65
S  1.361  0.394  -0.216  0.41
S  0.214  1.462  -1.878  0.34
H  3.572  0.737  -1.360  0.06
H  2.716  2.278  -0.874  0.04
H  3.582  1.341  0.390  0.06
H  1.206  2.217  -2.294  -0.25
O  -2.833  -1.077  0.847  -0.01
C  -2.019  -1.399  1.764  -0.32
C  -1.957  -2.729  2.331  -0.09
H  -1.210  -0.712  2.107  0.11
H  -1.425  -2.811  3.341  0.10
H  -3.021  -2.875  2.503  0.08
H  -1.497  -3.465  1.533  0.14

LUMO energy in eV: -0.3
Orbital gap in eV: 8.246
E in eV: -26956.62786
Structure (SMILES): CC=O.CSS
HOMO in eV: -8.6



Density functional theory data (ωB97M-V/def2-TZVPD) for 2 unconnected molecules or ions with the total composition C3H8OS2 at a distorted geometry.

Last column: Löwdin charge in e.
Atoms and positions in Å:
C  0.860  0.412  1.911  -0.36
S  -0.582  -0.782  1.421  0.31
S  -1.874  0.504  0.443  0.29
H  1.408  -0.176  2.534  -0.02
H  1.463  0.655  1.047  -0.01
H  0.390  1.389  2.160  0.05
H  -0.716  1.169  0.163  -0.23
C  1.586  1.060  -1.509  -0.02
C  1.769  -0.238  -1.961  -0.25
O  0.698  -0.926  -2.522  -0.04
H  2.470  1.685  -1.126  0.08
H  0.542  1.369  -1.289  0.03
H  2.758  -0.739  -2.027  0.11
H  0.108  -0.900  -1.748  0.07

LUMO energy in eV: 0.4
Orbital gap in eV: 8.873
E in eV: -26956.40750
Structure (SMILES): C=CO.CSS
HOMO in eV: -8.5



Density functional theory data (ωB97M-V/def2-TZVPD) for a molecular structure, C3H8OSi at a distorted geometry.

Last column: Löwdin charge in e.
Atoms and positions in Å:
C  2.298  -0.583  0.045  -0.27
C  -1.048  -1.230  -0.705  -0.26
C  -0.624  1.632  0.379  -0.25
O  2.645  -0.383  -1.077  -0.05
Si  0.010  -0.165  0.550  0.72
H  2.951  -0.599  1.008  0.06
H  -1.007  -0.742  -1.798  0.08
H  -0.703  -2.240  -0.741  -0.02
H  -2.097  -1.299  -0.333  0.02
H  -0.508  2.047  -0.694  0.06
H  -1.655  1.734  0.422  -0.02
H  -0.115  2.300  1.043  0.00
H  -0.146  -0.472  1.900  -0.08

LUMO energy in eV: 0.5
Orbital gap in eV: 8.847
E in eV: -13163.70783
HOMO in eV: -8.4



Density functional theory data (ωB97M-V/def2-TZVPD) for 2 unconnected molecules or ions with the total composition C3H8OSi at a distorted geometry.

Last column: Löwdin charge in e.
Atoms and positions in Å:
C  -0.233  -0.069  1.737  -0.24
C  0.266  -0.617  0.593  -0.04
C  -1.586  0.549  1.539  -0.17
O  0.240  -1.511  -3.496  -0.46
Si  1.501  -1.039  -4.104  0.61
H  0.323  -0.044  2.728  0.11
H  -0.324  -0.939  -0.278  0.06
H  -2.459  0.404  2.243  0.07
H  -2.015  0.192  0.522  0.09
H  -1.433  1.668  1.407  0.08
H  1.290  -1.005  0.614  0.04
H  2.090  -2.168  -4.853  -0.06
H  1.992  0.278  -3.839  -0.08

LUMO energy in eV: -0.3
Orbital gap in eV: 8.889
E in eV: -13163.33643
Structure (SMILES): O=[SiH2].C=CC
HOMO in eV: -9.2



Record-wise relative energy (zero: lowest compared OMol25 entry of this formula, charge and spin) values, in kJ/mol: 334.1 250.7 95.6 232.4 191.1 212.4 223.9 259.7